Record 1
{"formula": "C5H7NO", "method": "ωB97M-V/def2-TZVPD", "e_above_lowest_kj_mol": 195.77, "homo_ev": -9.364, "species": ["C", "C", "N", "C", "C", "C", "O", "H", "H", "H", "H", "H", "H", "H"], "xyz": [[1.242, -1.358, -0.606], [0.331, -0.210, -0.296], [0.486, 1.107, -0.904], [0.279, 1.088, 0.515], [-1.224, 0.912, 0.849], [-1.068, -0.458, 0.188], [-1.681, -1.485, 0.322], [1.289, -2.062, 0.229], [2.248, -1.043, -0.887], [0.804, -1.901, -1.452], [-0.314, 1.448, -1.432], [1.022, 1.536, 1.168], [-1.924, 1.616, 0.381], [-1.484, 0.788, 1.906]], "nbo_charge": [-0.623, -0.012, -0.555, -0.045, -0.533, 0.577, -0.528, 0.226, 0.229, 0.229, 0.352, 0.220, 0.222, 0.238]}



Record 2
{"formula": "C5H7NO", "method": "ωB97M-V/def2-TZVPD", "e_above_lowest_kj_mol": 613.09, "homo_ev": -8.501, "species": ["O", "C", "C", "C", "C", "N", "C", "H", "H", "H", "H", "H", "H", "H"], "xyz": [[2.367, -0.090, 0.199], [1.220, 0.402, -0.401], [0.090, -0.567, -0.761], [-0.448, -1.398, 0.409], [-1.662, -0.502, 0.242], [-0.924, 0.523, -0.524], [0.110, 1.092, 0.415], [2.094, -0.850, 0.732], [1.509, 1.006, -1.267], [0.093, -1.148, -1.691], [0.082, 0.571, 1.394], [-2.334, -1.067, -0.426], [-2.259, -0.139, 1.085], [0.062, 2.166, 0.593]], "nbo_charge": [-0.690, 0.109, -0.276, 0.160, -0.413, -0.409, -0.263, 0.479, 0.194, 0.244, 0.181, 0.251, 0.222, 0.211]}



Record 3
{"formula": "C5H7NO", "method": "ωB97M-V/def2-TZVPD", "e_above_lowest_kj_mol": 453.39, "homo_ev": -9.287, "species": ["O", "C", "C", "C", "C", "C", "N", "H", "H", "H", "H", "H", "H", "H"], "xyz": [[0.707, 1.740, 1.153], [1.318, 0.606, 0.645], [0.376, 1.158, -0.297], [-0.298, -0.607, -1.236], [-0.450, -1.422, -0.192], [-1.282, -0.376, 0.514], [-0.910, 0.565, -0.592], [2.369, 0.666, 0.390], [0.683, 1.735, -1.174], [0.081, -0.646, -2.253], [1.033, -0.350, 1.089], [-0.231, -2.458, 0.003], [-1.051, 0.016, 1.509], [-2.344, -0.627, 0.441]], "nbo_charge": [-0.514, -0.132, 0.187, -0.039, -0.256, -0.267, -0.416, 0.175, 0.205, 0.218, 0.178, 0.219, 0.219, 0.224]}



Record 4
{"formula": "C5H7NO", "method": "ωB97M-V/def2-TZVPD", "e_above_lowest_kj_mol": 224.19, "homo_ev": -9.354, "species": ["C", "C", "N", "C", "C", "C", "O", "H", "H", "H", "H", "H", "H", "H"], "xyz": [[-1.828, 0.140, 0.061], [-0.418, -0.368, 0.113], [0.290, -1.262, 1.031], [0.728, 0.117, 0.946], [1.528, 0.502, -0.304], [0.442, -0.217, -1.115], [0.259, -0.477, -2.274], [-1.816, 0.893, -0.739], [-2.113, 0.651, 0.983], [-2.580, -0.601, -0.214], [0.913, -1.926, 0.568], [0.656, 0.695, 1.862], [2.586, 0.278, -0.441], [1.352, 1.575, -0.478]], "nbo_charge": [-0.617, -0.022, -0.547, -0.069, -0.527, 0.592, -0.511, 0.223, 0.223, 0.229, 0.359, 0.211, 0.221, 0.236]}



Record 5
{"formula": "C5H7NO", "method": "ωB97M-V/def2-TZVPD", "e_above_lowest_kj_mol": 226.74, "homo_ev": -9.539, "species": ["C", "C", "C", "N", "C", "C", "O", "H", "H", "H", "H", "H", "H", "H"], "xyz": [[-0.591, -2.753, -0.749], [-0.086, -1.663, -0.670], [0.337, -0.259, -0.547], [1.615, 0.013, 0.102], [-0.826, 0.528, 0.113], [-0.513, 1.859, 0.750], [-1.950, 0.085, 0.097], [-1.086, -3.696, -0.814], [0.410, 0.162, -1.562], [2.380, -0.291, -0.492], [1.692, -0.509, 0.970], [-0.542, 1.722, 1.837], [0.469, 2.244, 0.477], [-1.310, 2.559, 0.489]], "nbo_charge": [-0.199, -0.041, -0.231, -0.814, 0.600, -0.730, -0.519, 0.237, 0.239, 0.370, 0.364, 0.244, 0.240, 0.241]}



Record 6
{"formula": "C5H7NO", "method": "ωB97M-V/def2-TZVPD", "e_above_lowest_kj_mol": 444.16, "homo_ev": -9.444, "species": ["C", "N", "C", "C", "C", "C", "O", "H", "H", "H", "H", "H", "H", "H"], "xyz": [[-0.109, 1.394, -1.278], [-0.284, 1.863, 0.109], [-0.062, 0.451, -0.133], [-0.942, -0.683, 0.412], [0.137, -1.743, 0.065], [0.823, -0.534, 0.698], [-0.252, -0.526, 1.702], [-1.033, 1.434, -1.861], [0.778, 1.706, -1.830], [0.606, 2.236, 0.416], [-2.035, -0.735, 0.436], [0.395, -2.017, -0.958], [0.137, -2.600, 0.748], [1.843, -0.511, 1.092]], "nbo_charge": [-0.268, -0.569, 0.051, 0.072, -0.413, 0.065, -0.512, 0.203, 0.201, 0.348, 0.202, 0.201, 0.220, 0.200]}



Record 7
{"formula": "C5H7NO", "method": "ωB97M-V/def2-TZVPD", "e_above_lowest_kj_mol": 547.89, "homo_ev": -8.852, "species": ["C", "C", "C", "N", "C", "O", "C", "H", "H", "H", "H", "H", "H", "H"], "xyz": [[1.016, 1.578, -0.213], [0.431, 0.223, -0.417], [0.785, -0.873, 0.337], [-0.094, -2.043, -0.045], [-0.968, -1.006, 0.269], [-1.182, -0.770, 1.538], [-0.993, -0.004, -0.878], [1.148, 2.079, -1.179], [1.988, 1.506, 0.286], [0.354, 2.208, 0.398], [0.105, -0.708, 1.635], [-0.076, -2.687, 0.742], [-1.639, 0.855, -0.688], [-1.167, -0.452, -1.858]], "nbo_charge": [-0.644, 0.015, -0.111, -0.611, 0.602, -0.696, -0.495, 0.226, 0.231, 0.223, 0.403, 0.379, 0.237, 0.241]}



Record 8
{"formula": "C5H7NO", "method": "ωB97M-V/def2-TZVPD", "e_above_lowest_kj_mol": 76.79, "homo_ev": -7.904, "species": ["C", "C", "C", "C", "N", "C", "O", "H", "H", "H", "H", "H", "H", "H"], "xyz": [[2.389, -0.022, 0.052], [0.932, 0.221, -0.128], [-0.056, -0.688, -0.302], [-1.298, 0.008, -0.144], [-2.536, -0.650, -0.199], [-0.965, 1.311, 0.058], [0.409, 1.452, 0.062], [3.035, 0.522, -0.642], [2.551, -1.093, -0.093], [2.702, 0.217, 1.075], [0.086, -1.742, -0.498], [-2.447, -1.579, 0.196], [-3.287, -0.169, 0.277], [-1.513, 2.213, 0.286]], "nbo_charge": [-0.651, 0.314, -0.359, 0.090, -0.804, -0.015, -0.414, 0.225, 0.225, 0.225, 0.221, 0.370, 0.373, 0.201]}